1.
This record from the OMol25 dataset describes a structure of composition C50H50F6IN3S in a non-equilibrium geometry. The level of theory is ωB97M-V/def2-TZVPD.

As for the frontier orbital gap: 7.929 eV. The calculation puts the LUMO energy at -0.0315 hartree. The HOMO energy is -8.79 eV.

Structure (XYZ):
```
111
Properties=species:S:1:pos:R:3:lowdin_charge:R:1
C -1.798 2.120 -3.175 -0.19
C -1.684 2.428 -4.716 -0.73
I -3.615 2.004 -5.617 0.91
C -0.461 1.746 -5.450 -0.20
C -0.118 0.297 -4.963 -0.15
C -1.129 -0.738 -5.115 0.02
C -0.844 -2.114 -4.620 -0.33
N -1.796 -3.136 -4.703 -0.23
S -0.955 -4.408 -3.999 0.93
N 0.537 -3.804 -3.566 -0.24
C 0.471 -2.479 -3.979 -0.33
C 1.512 -1.424 -3.824 0.03
C 1.185 -0.089 -4.309 -0.14
C 2.303 1.005 -4.076 -0.14
C 1.803 1.866 -2.810 -0.18
C 2.609 1.527 -1.499 -0.20
C 1.738 1.453 -0.188 -0.19
C 0.534 0.432 -0.249 -0.26
N 0.601 -0.645 0.783 -0.03
H -0.997 2.697 -2.636 0.07
H -1.676 1.041 -2.901 0.08
H -2.793 2.489 -2.797 0.06
H -1.529 3.541 -4.807 0.08
H -0.555 1.813 -6.574 0.12
H 0.445 2.382 -5.204 0.10
H -2.129 -0.534 -5.559 0.05
H 2.511 -1.597 -3.364 0.11
H 3.288 0.522 -3.828 0.11
H 2.473 1.641 -4.985 0.10
H 1.826 2.945 -3.117 0.10
H 0.723 1.609 -2.635 0.06
H 3.247 0.599 -1.587 0.11
H 3.353 2.368 -1.338 0.11
H 1.337 2.458 0.103 0.10
H 2.429 1.091 0.634 0.12
H 0.362 -0.045 -1.253 0.10
H -0.407 1.021 -0.019 0.11
H -0.314 -1.103 0.881 0.08
H 1.192 -1.375 0.362 0.06
F 1.965 5.583 -4.088 0.05
C 3.007 5.578 -4.938 -0.30
C 2.794 5.275 -6.272 -0.02
C 3.870 5.274 -7.150 -0.08
C 5.147 5.564 -6.685 -0.10
C 5.349 5.862 -5.342 -0.08
C 4.272 5.874 -4.464 -0.02
H 1.793 5.043 -6.615 0.11
H 3.713 5.046 -8.198 0.11
H 5.986 5.559 -7.370 0.10
H 6.345 6.084 -4.979 0.11
H 4.410 6.112 -3.416 0.12
F 3.437 -2.465 1.274 0.05
C 2.778 -3.571 1.670 -0.29
C 1.714 -3.450 2.546 -0.02
C 1.030 -4.590 2.950 -0.07
C 1.426 -5.838 2.481 -0.09
C 2.500 -5.946 1.605 -0.08
C 3.178 -4.806 1.191 -0.02
H 1.424 -2.470 2.907 0.11
H 0.193 -4.505 3.629 0.08
H 0.895 -6.727 2.800 0.10
H 2.810 -6.920 1.243 0.10
H 4.011 -4.870 0.503 0.12
F -6.807 -0.151 -11.704 0.06
C -6.045 -0.449 -10.637 -0.29
C -5.806 0.522 -9.682 -0.01
C -5.023 0.212 -8.578 -0.11
C -4.480 -1.061 -8.447 -0.09
C -4.724 -2.027 -9.417 -0.08
C -5.516 -1.721 -10.517 -0.02
H -6.231 1.511 -9.805 0.12
H -4.834 0.962 -7.818 -0.03
H -3.866 -1.301 -7.586 0.09
H -4.298 -3.018 -9.316 0.11
H -5.724 -2.463 -11.278 0.12
F -0.671 3.149 6.774 0.05
C -0.448 2.335 5.724 -0.28
C -0.833 1.009 5.800 -0.02
C -0.607 0.172 4.715 -0.07
C 0.010 0.667 3.571 -0.09
C 0.397 2.001 3.510 -0.07
C 0.162 2.843 4.591 -0.02
H -1.305 0.637 6.701 0.10
H -0.912 -0.867 4.761 0.09
H 0.190 0.008 2.724 0.05
H 0.882 2.385 2.620 0.09
H 0.448 3.887 4.558 0.12
F -1.088 -5.192 4.758 0.03
C -1.192 -4.839 6.056 -0.28
C -0.532 -5.590 7.011 -0.02
C -0.632 -5.230 8.348 -0.08
C -1.399 -4.130 8.715 -0.09
C -2.061 -3.386 7.746 -0.08
C -1.954 -3.738 6.406 -0.02
H 0.054 -6.449 6.707 0.12
H -0.113 -5.806 9.104 0.11
H -1.481 -3.853 9.759 0.10
H -2.662 -2.532 8.035 0.10
H -2.456 -3.165 5.635 0.11
F -1.447 -0.813 9.452 0.05
C -0.981 0.192 10.219 -0.28
C -0.709 -0.047 11.554 -0.02
C -0.224 0.986 12.345 -0.08
C -0.026 2.247 11.794 -0.10
C -0.307 2.475 10.452 -0.07
C -0.783 1.440 9.657 -0.01
H -0.878 -1.034 11.967 0.11
H -0.001 0.809 13.390 0.10
H 0.349 3.054 12.413 0.10
H -0.157 3.459 10.024 0.11
H -0.998 1.599 8.609 0.08
```

---

2.
This record from the OMol25 dataset describes an isolated molecule of C16H17N3O2. The level of theory is ωB97M-V/def2-TZVPD.

The SMILES is CCC(=O)Nc1ccc(C(=O)NCc2ccccn2)cc1. As for the frontier orbital gap: 9.280 eV. For the energy above the lowest of the compared OMol25 structures with the same formula, charge and spin, the calculation gives 2.25 kcal/mol. The calculation puts the LUMO energy at 0.0214 hartree. The HOMO energy is -8.70 eV.

Structure (XYZ):
```
38
Properties=species:S:1:pos:R:3:nbo_charge:R:1
C 7.111 -1.191 -0.049 -0.60
C 6.031 -0.365 -0.734 -0.50
C 4.716 -0.427 0.033 0.69
O 4.564 -1.058 1.050 -0.59
N 3.737 0.316 -0.574 -0.60
C 2.413 0.517 -0.182 0.16
C 1.605 1.300 -1.006 -0.26
C 0.284 1.535 -0.682 -0.17
C -0.258 0.996 0.482 -0.17
C -1.667 1.229 0.904 0.66
O -2.003 1.258 2.073 -0.63
N -2.546 1.424 -0.112 -0.60
C -3.964 1.596 0.128 -0.26
C -4.704 0.288 0.002 0.19
C -4.560 -0.702 0.970 -0.25
C -5.235 -1.898 0.797 -0.16
C -6.027 -2.061 -0.330 -0.26
C -6.099 -1.015 -1.236 0.04
N -5.453 0.128 -1.079 -0.43
C 0.560 0.236 1.313 -0.16
C 1.878 -0.014 0.990 -0.20
H 8.043 -1.137 -0.606 0.21
H 7.279 -0.823 0.960 0.22
H 6.799 -2.230 0.021 0.22
H 6.343 0.681 -0.803 0.22
H 5.859 -0.734 -1.748 0.22
H 3.994 0.788 -1.430 0.40
H 2.020 1.732 -1.907 0.21
H -0.310 2.167 -1.326 0.21
H -2.267 1.215 -1.057 0.40
H -4.063 1.985 1.145 0.24
H -4.367 2.311 -0.592 0.22
H -3.933 -0.525 1.831 0.24
H -5.149 -2.688 1.528 0.22
H -6.573 -2.976 -0.502 0.22
H -6.700 -1.089 -2.133 0.19
H 0.140 -0.158 2.226 0.24
H 2.498 -0.611 1.636 0.25
```

---

3.
This record from the OMol25 dataset describes a structure of composition H26K2O17P in a non-equilibrium geometry. The level of theory is ωB97M-V/def2-TZVPD.

As for the frontier orbital gap: 8.299 eV. The total charge is -1. For the energy above the lowest of the compared OMol25 structures with the same formula, charge and spin, the calculation gives 0.00 kcal/mol. The calculation puts the LUMO energy at 0.0640 hartree. The HOMO energy is -6.56 eV.

Structure (XYZ):
```
46
Properties=species:S:1:pos:R:3:nbo_charge:R:1
K -2.100 15.930 11.254 0.97
K -1.816 16.922 16.983 0.98
P -2.327 14.944 14.341 2.60
O -3.165 16.277 14.431 -1.32
O -0.936 15.434 13.862 -1.32
O -2.981 14.053 13.227 -1.29
O -2.192 14.292 15.748 -1.29
O 0.524 14.362 16.482 -0.98
H 0.100 13.991 17.260 0.47
H -0.167 14.361 15.797 0.52
O -2.692 18.904 13.908 -0.98
H -3.229 19.496 13.373 0.48
H -3.087 18.021 13.781 0.51
O 1.326 16.625 15.209 -0.99
H 0.798 16.501 14.423 0.48
H 1.186 15.815 15.723 0.49
O 1.436 14.255 13.051 -0.98
H 2.017 15.019 13.127 0.46
H 0.527 14.620 13.149 0.50
O -5.351 16.138 15.971 -1.03
H -4.626 16.368 15.359 0.49
H -5.254 15.180 16.113 0.49
O -5.789 13.934 13.706 -0.99
H -6.199 14.035 12.844 0.46
H -4.820 13.957 13.531 0.51
O -3.339 11.416 13.633 -0.99
H -4.226 11.335 13.270 0.45
H -3.131 12.388 13.571 0.51
O -2.414 14.481 18.408 -1.00
H -2.286 14.386 17.444 0.50
H -1.880 13.780 18.794 0.47
O -1.176 11.881 15.984 -1.00
H -1.894 11.239 15.992 0.47
H -1.633 12.768 15.963 0.49
O -0.432 17.789 12.980 -1.03
H -1.200 18.117 13.465 0.49
H -0.393 16.838 13.194 0.48
O -4.715 13.325 16.258 -0.99
H -3.813 13.666 16.021 0.49
H -5.149 13.134 15.418 0.49
O -4.115 14.080 10.774 -1.00
H -3.755 13.986 11.680 0.51
H -4.969 14.504 10.898 0.47
O -4.920 16.890 12.661 -1.04
H -4.315 16.647 13.407 0.50
H -5.805 16.705 12.992 0.48
```

---

4.
This record from the OMol25 dataset describes the ion C4H11NP with charge +1 in a non-equilibrium geometry. The level of theory is ωB97M-V/def2-TZVPD.

The SMILES is C=P(C)=C[NH2+]C. As for the frontier orbital gap (spin up / spin down): 8.183 / 8.189 eV. The total charge is +1. For the energy above the lowest of the compared OMol25 structures with the same formula, charge and spin, the calculation gives 93.83 kcal/mol. The calculation puts the LUMO energy (spin up / spin down) at -0.1632 / -0.1630 hartree. The HOMO energy (spin up / spin down) is -12.62 / -12.62 eV.

Structure (XYZ):
```
17
Properties=species:S:1:pos:R:3:nbo_charge:R:1
C -0.309 0.412 2.156 -0.57
P -0.776 1.177 0.607 0.80
C -2.472 0.437 0.318 -0.89
C 0.168 -0.265 0.012 -0.42
N 1.532 -0.279 -0.288 -0.55
C 1.609 -0.210 -1.818 -0.41
H -0.890 -0.498 2.356 0.22
H 0.738 0.455 2.404 0.22
H -2.486 -0.313 -0.343 0.23
H -3.162 1.190 -0.068 0.26
H -2.804 0.230 1.300 0.24
H -0.414 -1.274 0.037 0.26
H 1.979 0.631 -0.139 0.45
H 2.189 -0.988 0.044 0.44
H 2.756 -0.095 -2.131 0.24
H 1.311 -1.153 -2.283 0.24
H 1.032 0.542 -2.165 0.23
```

---

5.
This record from the OMol25 dataset describes a cluster of 3 separate species, C18H46BN7O7P in total in a non-equilibrium geometry. The level of theory is ωB97M-V/def2-TZVPD.

As for the frontier orbital gap: 7.409 eV. The total charge is +1. The calculation puts the LUMO energy at -0.1085 hartree. The HOMO energy is -10.36 eV.

Structure (XYZ):
```
80
Properties=species:S:1:pos:R:3:lowdin_charge:R:1
C 1.594 2.876 0.423 -0.07
O 1.436 1.459 0.359 -0.14
C 1.211 0.949 1.636 -0.16
N 0.918 -0.453 1.508 0.06
N -0.359 -0.830 1.228 0.16
C -0.406 -2.156 1.190 -0.05
N 0.790 -2.660 1.424 0.17
C 1.606 -1.626 1.608 -0.31
N 2.913 -1.739 1.867 0.03
P 3.491 -3.377 1.937 0.74
O 3.465 -4.054 0.640 -0.37
B 3.957 -0.669 2.067 -0.72
O 4.226 -0.348 3.362 0.20
N 4.599 -0.092 0.911 -0.09
C 5.872 -0.754 0.589 -0.06
C 4.731 1.380 0.980 -0.04
H 0.631 3.382 0.419 0.08
H 2.157 3.179 1.303 0.10
H 2.132 3.181 -0.463 0.10
H 0.316 1.433 2.040 0.14
H 2.023 1.155 2.334 0.14
H -1.094 -0.156 1.077 0.19
H -1.289 -2.740 1.011 0.16
H 2.748 -4.033 2.928 0.04
H 4.818 -3.219 2.376 0.04
H 5.173 -0.279 3.519 0.13
H 6.171 -0.510 -0.422 0.10
H 6.672 -0.522 1.297 0.10
H 5.731 -1.833 0.600 0.07
H 5.662 1.692 0.527 0.10
H 4.683 1.754 2.003 0.09
H 3.894 1.818 0.450 0.06
C -4.162 8.396 1.634 -0.11
O -4.781 7.238 2.164 -0.19
C -5.545 6.500 1.218 -0.21
C -4.898 5.162 0.931 -0.21
N -3.654 5.327 0.186 -0.05
C -2.852 4.118 0.074 -0.20
C -2.293 3.509 1.359 -0.24
O -1.311 4.299 2.004 -0.20
C -1.816 5.295 2.886 -0.08
H -3.736 8.950 2.469 0.09
H -3.353 8.144 0.938 0.08
H -4.887 9.035 1.125 0.09
H -5.698 7.070 0.298 0.13
H -6.526 6.320 1.665 0.12
H -5.587 4.548 0.344 0.13
H -4.737 4.664 1.896 0.11
H -3.097 6.043 0.632 0.07
H -2.004 4.355 -0.575 0.12
H -3.442 3.355 -0.445 0.12
H -1.783 2.578 1.073 0.09
H -3.080 3.224 2.066 0.11
H -2.749 4.986 3.359 0.09
H -1.962 6.245 2.368 0.08
H -1.068 5.458 3.661 0.09
C -1.384 -4.680 -5.719 -0.12
O -0.494 -5.700 -5.310 -0.19
C 0.841 -5.261 -5.096 -0.22
C 1.206 -5.329 -3.629 -0.21
N 0.483 -4.325 -2.855 -0.05
C 0.603 -4.484 -1.408 -0.21
C 0.022 -5.738 -0.767 -0.22
O -1.393 -5.814 -0.825 -0.19
C -1.927 -6.379 -2.012 -0.09
H -2.325 -5.156 -5.991 0.09
H -1.580 -3.963 -4.913 0.08
H -0.999 -4.145 -6.591 0.09
H 0.997 -4.255 -5.495 0.12
H 1.495 -5.943 -5.646 0.12
H 2.280 -5.158 -3.518 0.13
H 0.988 -6.348 -3.283 0.11
H -0.496 -4.365 -3.105 0.07
H 0.095 -3.629 -0.956 0.08
H 1.658 -4.406 -1.132 0.10
H 0.270 -5.696 0.298 0.12
H 0.479 -6.657 -1.150 0.12
H -1.266 -7.139 -2.434 0.09
H -2.131 -5.613 -2.764 0.07
H -2.876 -6.849 -1.756 0.09
```